This record from OMol25 describes a cluster of 8 separate species, C40H71NO8P in total in a non-equilibrium geometry. The level of theory is the ωB97M-V functional and the def2-TZVPD basis.

## Properties
LUMO = 2.331 eV
E_HOMO = -2.577 eV
Charge = -1

Each line ends with the Löwdin charge.
CARTESIAN COORDINATES (ANGSTROEM)
P: -0.594 0.026 0.151  0.78
O: 5.735 1.169 -1.281  -0.14
O: -8.280 0.387 4.020  -0.15
O: 0.080 -5.472 -3.631  -0.16
O: -1.835 2.112 4.253  -0.16
O: -5.509 3.315 1.759  -0.14
O: -0.653 -3.557 -9.406  -0.15
O: 7.471 3.852 2.493  -0.15
O: 0.869 -0.128 1.078  -0.39
N: -0.793 -1.622 -0.426  -0.20
C: -10.080 -0.888 4.871  -0.17
C: -0.100 1.021 -1.229  -0.47
C: -1.487 2.167 5.631  -0.23
C: 0.678 -2.565 -7.719  -0.17
C: 0.595 -2.883 -9.205  -0.21
C: 8.041 1.324 -0.793  -0.17
C: -0.639 2.011 3.453  -0.19
C: 1.917 -2.593 -3.975  -0.08
C: 3.258 -1.394 -2.403  -0.04
C: 0.518 2.316 4.391  -0.17
C: -0.104 -3.720 -7.112  -0.18
C: -1.207 -3.927 -8.138  -0.21
C: -6.568 3.462 3.865  -0.17
C: -1.073 -6.286 -3.845  -0.22
C: -4.533 2.985 2.761  -0.19
C: 0.992 -0.652 -2.847  -0.25
C: 6.187 4.367 2.867  -0.20
C: -6.700 3.783 2.382  -0.22
C: 6.046 4.117 4.361  -0.17
C: 5.870 1.286 0.136  -0.19
C: -9.322 0.404 3.043  -0.21
C: 0.159 -5.099 -2.249  -0.20
C: -1.585 -6.679 -2.465  -0.18
C: -1.180 -5.468 -1.630  -0.17
C: 0.395 4.507 -1.439  0.05
C: 2.212 -0.524 -2.176  -0.03
C: -0.281 3.513 -1.362  -0.17
C: 3.118 -2.462 -3.303  -0.29
C: 7.299 0.885 0.466  -0.17
C: -1.045 2.252 -1.262  -0.34
C: 7.495 4.207 4.829  -0.17
C: -0.147 0.317 -2.600  -0.24
C: 4.251 -3.437 -3.528  -0.06
C: 7.019 1.001 -1.877  -0.21
C: -8.613 -0.527 5.066  -0.20
C: 8.234 3.564 3.664  -0.21
C: -0.013 1.796 5.723  -0.18
C: -5.059 3.559 4.068  -0.17
C: 0.863 -1.690 -3.757  -0.06
C: -10.223 -0.783 3.355  -0.17
H: 7.684 3.705 5.777  0.11
H: 4.436 -3.987 -2.599  0.07
H: -0.077 1.091 -3.375  0.11
H: 7.371 -0.200 0.583  0.11
H: -4.443 1.898 2.813  0.12
H: -2.656 -6.883 -2.456  0.11
H: 5.678 2.326 0.419  0.11
H: 0.951 -1.023 1.429  -0.01
H: -0.470 -1.752 -1.382  -0.02
H: 8.291 2.476 3.786  0.11
H: 0.100 0.710 5.772  0.11
H: -3.566 3.394 2.476  0.11
H: 0.685 3.396 4.453  0.11
H: -1.661 3.187 5.999  0.11
H: 5.656 3.112 4.540  0.12
H: -7.563 3.298 1.919  0.11
H: -2.067 -3.280 -7.934  0.12
H: -0.292 -2.303 0.134  0.00
H: -4.758 4.606 4.170  0.11
H: 8.993 0.817 -0.943  0.11
H: 5.124 0.653 0.618  0.12
H: 0.626 -1.993 -9.836  0.11
H: 7.792 5.254 4.932  0.11
H: -1.819 -5.698 -4.391  0.11
H: -11.248 -0.634 3.019  0.11
H: 0.382 -4.034 -2.178  0.10
H: 2.313 0.275 -1.452  0.10
H: 4.194 -1.254 -1.873  0.10
H: -1.064 -7.572 -2.110  0.11
H: 1.404 -3.555 -9.513  0.11
H: 6.162 5.437 2.638  0.12
H: 0.478 2.229 6.595  0.10
H: -1.655 2.277 -0.352  0.05
H: -0.483 -3.513 -6.112  0.10
H: -1.750 2.215 -2.104  0.09
H: -8.879 0.353 2.048  0.12
H: 9.247 3.950 3.535  0.11
H: -4.696 3.014 4.938  0.10
H: -0.058 -1.826 -4.313  0.10
H: -1.556 -4.960 -8.187  0.11
H: 7.664 1.355 1.378  0.09
H: -7.143 4.141 4.497  0.11
H: -8.416 -0.055 6.029  0.12
H: -9.867 1.351 3.132  0.12
H: -10.329 -1.870 5.270  0.11
H: -6.907 2.443 4.059  0.09
H: -1.896 -4.655 -1.772  0.12
H: 7.116 -0.038 -2.215  0.11
H: -1.109 -5.673 -0.563  0.11
H: -2.131 1.485 6.191  0.11
H: 3.984 -4.177 -4.282  0.07
H: 1.446 1.845 4.070  0.11
H: 0.981 -5.658 -1.787  0.12
H: 1.798 -3.422 -4.665  0.09
H: 5.417 3.870 2.278  0.11
H: -0.568 1.001 3.049  0.08
H: 5.178 -2.927 -3.790  0.07
H: 0.174 -1.619 -7.506  0.12
H: -6.781 4.865 2.215  0.11
H: -9.834 -1.686 2.879  0.11
H: 5.381 4.830 4.846  0.11
H: 1.101 5.277 -1.632  -0.01
H: -0.702 2.706 2.616  0.12
H: -1.111 -0.193 -2.768  0.10
H: -7.971 -1.410 4.974  0.12
H: 1.702 -2.489 -7.357  0.11
H: 0.527 -4.611 -7.054  0.12
H: -10.719 -0.148 5.359  0.11
H: 8.227 2.400 -0.758  0.11
H: 7.098 1.656 -2.747  0.11
H: -0.795 -7.146 -4.457  0.11

---

This record from OMol25 describes an isolated molecule of C11H11NO in a non-equilibrium geometry. The level of theory is the ωB97M-V functional and the def2-TZVPD basis.

## Properties
LUMO = 0.134 eV
E_HOMO = -7.960 eV

Each line ends with the Löwdin charge.
CARTESIAN COORDINATES (ANGSTROEM)
O: 3.138 -0.145 0.034  0.05
N: -2.043 1.355 0.081  0.11
C: -0.666 -1.951 0.179  -0.06
C: 0.438 1.588 -0.053  -0.21
C: -1.959 0.071 -0.060  -0.41
C: -3.084 -0.782 -0.130  -0.07
C: 0.536 -2.689 -0.038  -0.07
C: -0.897 2.146 0.060  -0.05
C: 1.812 -2.065 -0.090  -0.03
C: 1.621 2.559 -0.057  -0.11
C: -0.675 -0.531 0.009  -0.10
C: 0.650 0.165 -0.059  -0.02
C: 1.849 -0.675 -0.063  -0.21
H: 2.926 0.747 -0.138  0.02
H: -1.670 -2.509 0.319  0.11
H: 2.685 -2.681 0.076  0.11
H: -2.853 -1.627 -0.991  0.15
H: -0.967 3.172 0.232  0.08
H: 0.405 -3.857 0.173  0.14
H: -3.865 -0.067 -0.455  0.10
H: 2.413 2.630 -0.878  0.09
H: -3.060 -1.234 0.904  0.11
H: 1.200 3.689 -0.192  0.10
H: 2.065 2.691 1.137  0.16

---

So what do the calculations give for E_tot? Going down the list: -2564.591870; -555.654471 hartree.